C26H31FN4O4 | the ωB97M-V functional and the def2-TZVPD basis

Structure (ORCA input):
```
! RIJCOSX wB97M-V def2-TZVPD def2/J DEFGRID3
* xyz 0 1
C -1.5462 -0.8720 3.3539
C -0.3159 0.0176 3.5189
N -0.2135 0.9851 2.4436
C -0.6991 2.2250 2.6470
C -0.7187 3.2278 1.7294
C -1.3077 4.5247 2.1899
O -1.7787 4.6398 3.3130
N -1.2540 5.5155 1.2886
C -1.8193 6.8204 1.5209
C -3.0004 7.0844 0.5846
C -3.5307 8.5189 0.6658
C -4.5733 8.7469 -0.4277
C -4.1366 8.8188 2.0347
C -0.1898 3.0010 0.3999
O -0.1583 3.8408 -0.5024
C 0.3232 1.6445 0.1983
C 0.8551 1.3087 -1.0489
C 1.3362 0.0547 -1.3021
F 1.7834 -0.2014 -2.5583
C 1.3324 -0.9611 -0.3224
N 1.8459 -2.2220 -0.5102
C 1.1603 -3.3977 -0.0252
C 0.4700 -4.1172 -1.2007
N 1.4468 -4.4606 -2.2017
C 1.9145 -5.6877 -2.5437
O 2.8002 -5.8166 -3.3764
C 1.3383 -6.9061 -1.9446
C 1.5415 -8.1803 -2.4141
C 0.8614 -9.0470 -1.5339
C 0.3002 -8.2481 -0.5854
O 0.5789 -6.9567 -0.8204
C 2.1284 -3.2883 -2.7156
C 2.7983 -2.5554 -1.5478
C 0.8005 -0.6112 0.9209
C 0.2959 0.6578 1.2031
H -1.5134 -1.4103 2.4099
H -2.4480 -0.2649 3.3694
H -1.5967 -1.5910 4.1668
H -0.3913 0.5694 4.4581
H 0.5964 -0.5815 3.5595
H -1.1028 2.4384 3.6284
H -0.8762 5.2919 0.3700
H -1.0454 7.5805 1.3627
H -2.1350 6.8428 2.5658
H -3.8045 6.3843 0.8206
H -2.6746 6.8847 -0.4398
H -2.6941 9.2067 0.4956
H -5.4182 8.0757 -0.2893
H -4.1475 8.5639 -1.4117
H -4.9406 9.7703 -0.3988
H -4.9318 8.1112 2.2588
H -4.5566 9.8223 2.0493
H -3.3870 8.7539 2.8181
H 0.8601 2.0602 -1.8233
H 0.4086 -3.1301 0.7148
H 1.8887 -4.0763 0.4336
H -0.0554 -4.9977 -0.8429
H -0.2572 -3.4302 -1.6532
H 2.1085 -8.4384 -3.2839
H 0.8012 -10.1138 -1.5951
H -0.2972 -8.4673 0.2779
H 2.8724 -3.6175 -3.4411
H 1.4035 -2.6335 -3.2080
H 3.3147 -1.6650 -1.8969
H 3.5423 -3.2265 -1.1002
H 0.8176 -1.3624 1.6914
*
```

Results
highest occupied orbital energy: -8.171 eV
energy relative to the best compared isomer or geometry (same formula, charge and spin): 32.7 kcal per mole
Kohn-Sham gap: 8.38 eV

Atom charges from the natural (NBO) analysis, given in e for atoms 1 to 5:
1 C -0.619
2 C -0.203
3 N -0.358
4 C 0.138
5 C -0.314